The following is a quantum chemistry calculation of a molecular structure, C17H23NO3 at a distorted geometry, from the OMol25 dataset.

Element x y z (Å)
C -5.67874 -0.19448 1.83067
N -4.83216 0.09736 0.54403
C -4.25968 1.52673 0.49883
C -2.90827 1.35504 0.97897
O -2.18769 0.53100 -0.13070
C -0.95516 0.30963 0.47029
C -0.31493 -0.47963 -0.56923
O 1.06239 -0.73004 -0.53460
C 2.04840 0.18328 -0.53532
C 2.03209 1.42140 -0.85034
C 3.05904 2.50566 -0.82523
C 4.23601 1.94610 -0.54861
C 4.51635 0.32917 -0.14093
C 5.76137 0.08523 0.42381
C 5.85660 -1.31980 0.65801
C 4.68009 -2.18476 0.91506
C 3.56342 -1.84845 0.44586
C 3.33099 -0.40345 0.05820
H 2.76654 -2.22252 0.32582
H 4.83557 -3.13174 1.22427
H 6.78029 -1.69113 1.01017
H 6.47874 0.75171 0.53688
H 5.19627 2.61514 -0.39137
H 2.93276 3.38006 -0.99383
H 1.04836 2.04845 -1.40927
H -0.69214 -1.25358 -0.94154
H -0.24410 0.07478 -1.64569
H -0.86987 -0.07979 1.28372
H -0.42267 1.27820 0.77460
H -2.53508 2.36558 1.22238
H -2.88970 0.96146 1.91232
H -4.44507 1.80212 -0.62018
H -4.95051 2.17410 1.18324
C -5.61854 -0.52381 -0.69107
H -5.50938 0.25960 -1.47702
C -4.84969 -1.49354 -1.04112
O -3.53083 -1.45827 -1.61856
H -3.20030 -0.77477 -0.57350
H -5.40571 -2.10183 -1.92662
H -5.05204 -2.27975 -0.14458
H -6.58938 -0.65948 -0.37201
H -5.26294 0.11614 2.85849
H -6.77293 0.32624 1.84319
H -6.00732 -1.39992 1.79597

The HOMO energy comes out at -8.10 eV. The energy above the lowest of the compared OMol25 structures with the same formula, charge and spin comes out at 415.8 kcal/mol. The value obtained for the frontier orbital gap is 8.75 eV. The value obtained for the largest force on an atom is 0.3020 hartree/bohr.